[1]
Computed, not measured: a structure of composition C4H20HfO8, with wB97M-V/def2-TZVPD.

Values from the calculation:
- Maximum force: 2.93 eV/Å
- LUMO: -0.016 eV
- Kohn-Sham gap: 0.298 hartree
- Molar mass: 374.69 g mol⁻¹

```
! wB97M-V def2-TZVPD RIJCOSX def2/J DEFGRID3
* xyz 0 1
Hf -0.025 0.054 0.062
O 0.322 -2.099 -0.517
O 1.339 -0.063 1.834
O -2.187 0.209 -0.490
O 2.274 0.161 -0.842
O 0.007 0.188 -2.275
O -1.054 1.299 1.884
O 0.386 2.273 -0.246
O -1.142 -1.557 1.599
C 1.903 -0.061 3.096
C -3.264 -0.334 -1.158
C 0.682 -3.203 -1.257
C 0.632 3.457 -0.889
H -0.069 -4.001 -1.160
H 1.539 3.451 -1.526
H -3.301 -0.110 -2.233
H -0.166 3.709 -1.608
H 1.244 -0.525 3.846
H -0.785 -1.909 2.418
H 2.085 0.973 3.424
H -1.034 1.239 2.841
H 0.405 -0.408 -2.918
H -0.080 1.041 -2.715
H 0.680 -2.952 -2.333
H -2.052 -1.862 1.549
H 2.872 -0.576 3.100
H 0.777 4.324 -0.231
H 3.111 -0.090 -0.443
H -4.230 -0.043 -0.723
H 1.661 -3.625 -0.997
H -1.755 1.922 1.668
H -3.264 -1.433 -1.068
H 2.491 0.552 -1.692
*
```



[2]
Computed, not measured: a cluster of 2 separate species, C4H14N2O in total, with wB97M-V/def2-TZVPD.

Values from the calculation:
- Maximum force: 5.56 eV/Å
- LUMO: 0.902 eV
- SMILES: CN[C@H](C)CN.O
- Kohn-Sham gap: 0.336 hartree
- Molar mass: 106.17 g mol⁻¹

```
! wB97M-V def2-TZVPD RIJCOSX def2/J DEFGRID3
* xyz 0 1
O 3.341 -0.818 0.631
N -0.588 0.727 -1.075
N 0.145 1.334 1.784
C -0.173 0.045 1.192
C -2.000 0.883 -1.148
C 0.255 -0.249 -0.315
C 0.167 -1.610 -0.886
H 2.886 -0.546 1.446
H 0.283 -0.763 1.791
H -2.782 0.963 -0.342
H -0.188 2.335 1.370
H -0.098 1.382 -1.577
H -1.287 0.120 1.273
H -0.809 -2.069 -1.116
H 3.179 -1.754 0.648
H 1.258 0.112 -0.480
H -2.597 0.065 -1.684
H 0.915 -2.417 -0.801
H -0.111 1.387 2.746
H -2.229 1.914 -1.692
H 0.434 -1.040 -1.765
*
```



[3]
Computed, not measured: the molecule C4H8O3, with wB97M-V/def2-TZVPD.

Values from the calculation:
- Maximum force: 0.49 eV/Å
- LUMO: 0.770 eV
- SMILES: OC/C=C(/O)CO
- Kohn-Sham gap: 0.364 hartree
- Molar mass: 104.10 g mol⁻¹

```
! wB97M-V def2-TZVPD RIJCOSX def2/J DEFGRID3
* xyz 0 1
O 2.430 -0.417 -0.878
O -0.877 1.521 1.368
O -0.710 -0.839 2.573
C 0.406 0.740 -0.470
C 1.077 -0.308 -1.299
C -0.802 -0.812 1.168
C -0.350 0.514 0.608
H 1.025 -0.008 -2.357
H -1.838 -0.998 0.835
H -1.061 0.008 2.883
H -0.476 2.359 1.100
H 0.613 1.774 -0.746
H 0.555 -1.272 -1.214
H 2.882 -1.004 -1.496
H -0.175 -1.620 0.787
*
```



- Look up the molar mass of the third one.
  104.10 g mol⁻¹